1.
The following is a DFT calculation (wB97M-V/def2-TZVPD) of C22H29F3N2O2 in the gas phase.

Structure (XYZ):
```
58
Properties=species:S:1:pos:R:3:lowdin_charge:R:1
C 3.771 2.581 -3.113 0.1728
C 3.580 3.062 -2.033 -0.0660
C 3.298 3.578 -0.696 -0.4875
O 2.517 2.635 0.049 -0.0930
C 1.258 2.289 -0.486 -0.1614
C 0.864 0.952 0.154 -0.3384
O 1.893 0.013 -0.062 -0.0313
C -0.446 0.420 -0.436 -0.1486
N -1.188 -0.366 0.527 -0.1630
C -2.553 -0.605 0.083 -0.1781
C -3.184 -1.758 0.855 -0.1455
N -2.486 -2.987 0.542 -0.0959
C -3.090 -4.204 0.628 -0.2096
C -2.513 -5.351 0.054 -0.0186
C -3.129 -6.580 0.136 -0.0737
C -4.347 -6.731 0.778 -0.0344
C -4.928 -5.606 1.343 -0.1317
C -6.238 -5.695 2.066 -0.5828
F -6.818 -6.900 1.991 0.1354
F -7.145 -4.813 1.595 0.1319
F -6.118 -5.418 3.382 0.1337
C -4.320 -4.363 1.283 0.0415
C -1.082 -2.839 0.223 -0.1368
C -0.530 -1.601 0.933 -0.1467
C 2.597 4.944 -0.797 -0.1161
C 3.524 5.992 -1.407 -0.1884
C 4.806 6.123 -0.592 -0.1999
C 5.519 4.777 -0.520 -0.1889
C 4.608 3.721 0.095 -0.1094
H 3.966 2.186 -4.065 0.0286
H 0.505 3.053 -0.251 0.1336
H 1.326 2.169 -1.576 0.1335
H 0.728 1.110 1.235 0.1570
H 2.726 0.488 0.068 0.0949
H -0.202 -0.144 -1.352 0.1397
H -1.075 1.270 -0.714 0.1278
H -2.599 -0.841 -0.995 0.1279
H -3.133 0.308 0.251 0.1240
H -3.153 -1.537 1.930 0.1325
H -4.228 -1.851 0.547 0.1245
H -1.579 -5.272 -0.480 0.0997
H -2.658 -7.439 -0.318 0.1058
H -4.833 -7.691 0.838 0.1117
H -4.803 -3.529 1.764 0.1136
H -0.532 -3.716 0.573 0.1223
H -0.929 -2.746 -0.862 0.1296
H 0.538 -1.515 0.737 0.1108
H -0.672 -1.725 2.012 0.1277
H 2.302 5.245 0.211 0.1337
H 1.695 4.850 -1.406 0.1210
H 3.005 6.952 -1.448 0.1123
H 3.773 5.699 -2.430 0.1132
H 5.461 6.868 -1.048 0.1095
H 4.563 6.461 0.418 0.1150
H 6.428 4.864 0.078 0.1121
H 5.806 4.464 -1.527 0.1121
H 5.109 2.752 0.123 0.1266
H 4.347 3.995 1.118 0.1297
```

Summary:
- ΔE to the lowest compared entry with this formula, charge and spin: 4.0098 eV
- Kohn-Sham gap: 8.4 eV
- SMILES: C#CC1(OC[C@H](O)CN2CCN(c3cccc(C(F)(F)F)c3)CC2)CCCCC1
- HOMO level: -7.75 eV

---

2.
The following is a DFT calculation (wB97M-V/def2-TZVPD) of a molecular structure, C22H29FeN5PS6Sb in a non-equilibrium geometry.

Structure (XYZ):
```
65
Properties=species:S:1:pos:R:3:lowdin_charge:R:1
Fe 9.266 10.357 7.952 0.1571
N 11.199 10.927 12.119 0.0812
C 10.507 10.734 11.036 -0.9826
S 9.921 9.301 10.436 0.6037
N 10.262 11.947 10.409 -0.0371
N 9.354 11.793 9.437 -0.1200
C 8.409 12.719 9.379 -0.2013
C 8.232 13.658 10.456 -0.2092
C 8.308 15.024 10.200 -0.0388
C 8.188 15.966 11.255 -0.0922
C 7.986 15.537 12.570 -0.0981
C 8.024 14.131 12.843 -0.0770
C 8.176 13.231 11.780 -0.0317
C 7.524 12.661 8.236 -0.2073
C 6.468 13.487 8.053 -0.0306
C 5.662 13.382 6.947 -0.0446
C 6.033 12.488 5.953 -0.0499
C 7.048 11.608 6.229 -0.1469
N 7.792 11.670 7.332 0.0409
H 11.296 10.198 12.799 0.0891
H 11.491 11.869 12.294 0.0975
H 8.421 15.379 9.170 0.1199
H 8.315 17.033 11.028 0.0965
H 7.844 16.258 13.407 0.1013
H 7.808 13.773 13.860 0.1003
H 8.214 12.136 12.118 0.1433
H 6.399 14.275 8.790 0.1065
H 4.724 13.959 6.899 0.1179
H 5.461 12.392 5.022 0.1188
H 7.192 10.759 5.554 -0.0232
S 6.379 6.154 6.492 -0.1909
Sb 5.387 8.185 5.778 0.1971
S 8.813 8.290 7.376 0.0353
S 7.099 7.311 7.813 -0.3239
S 7.039 8.705 4.232 -0.3633
C 14.295 10.320 7.702 -0.1420
C 12.833 10.290 8.233 -0.3733
P 11.333 10.497 7.094 0.8888
C 11.650 12.108 6.202 -0.3751
C 11.549 13.358 7.133 -0.1465
C 11.601 9.178 5.798 -0.4136
C 10.467 9.136 4.804 -0.2565
H 14.638 11.330 7.763 0.0461
H 14.443 9.954 6.714 0.0418
H 14.865 9.697 8.425 0.0768
H 12.730 11.014 9.045 0.0522
H 12.639 9.231 8.656 0.0911
H 10.981 12.225 5.362 0.0638
H 12.661 12.030 5.704 0.0870
H 10.607 13.344 7.712 0.0416
H 11.574 14.306 6.555 0.0678
H 12.407 13.371 7.854 0.0724
H 11.713 8.178 6.275 0.0869
H 12.524 9.384 5.315 0.0467
H 10.743 9.289 3.753 0.0729
H 9.723 9.872 5.046 -0.0078
H 9.947 8.135 4.857 0.0413
S 4.191 6.228 13.565 0.9555
C 5.902 6.155 13.744 -0.4094
C 6.325 7.353 14.245 -0.2875
N 5.396 8.282 14.591 -0.0265
C 4.203 7.783 14.365 -0.4723
H 6.484 5.334 13.313 0.0714
H 7.347 7.632 14.518 0.1062
H 3.254 8.230 14.649 0.0624
```

Summary:
- ΔE to the lowest compared entry with this formula, charge and spin: 0.0000 eV
- Kohn-Sham gap (spin up / spin down): 3.7 / 5.2 eV
- ⟨S²⟩: 8.784
- 2S+1: 6
- Net charge: -1
- HOMO level (spin up / spin down): -1.79 / -3.61 eV

---

3.
The following is a DFT calculation (wB97M-V/def2-TZVPD) of a gas-phase ion, C22H29N2O (charge +1) in a non-equilibrium geometry.

Structure (XYZ):
```
54
Properties=species:S:1:pos:R:3:lowdin_charge:R:1
C 0.401 5.835 -2.513 -0.0545
O 1.435 5.208 -1.721 -0.0817
C 1.249 3.913 -1.343 -0.2570
C 2.274 3.313 -0.579 0.0158
C 2.180 1.980 -0.210 -0.0238
C 1.077 1.215 -0.594 -0.2155
C 1.009 -0.283 -0.287 -0.1707
C 0.535 -0.992 -1.530 -0.1639
N 0.505 -2.456 -1.453 -0.2734
C -0.735 -2.966 -2.027 -0.0840
C 1.666 -3.088 -2.080 -0.0850
C 0.019 -0.581 0.813 -0.0571
C -1.224 0.192 0.969 -0.1897
C -1.187 1.478 1.551 -0.0149
C -2.342 2.243 1.621 -0.0506
C -3.555 1.729 1.149 -0.0507
C -3.609 0.434 0.624 -0.0528
C -2.458 -0.347 0.544 -0.0306
N 0.234 -1.581 1.640 0.0369
C 1.491 -2.349 1.697 -0.0925
C 1.261 -3.413 2.773 -0.1335
C -0.126 -3.173 3.379 -0.1354
C -0.747 -1.976 2.656 -0.0926
C 0.058 1.816 -1.325 -0.0456
C 0.130 3.143 -1.727 0.0076
H 0.733 6.868 -2.597 0.0962
H 0.332 5.369 -3.506 0.0994
H -0.573 5.777 -2.007 0.0943
H 3.138 3.918 -0.313 0.1253
H 2.984 1.511 0.364 0.1209
H 2.018 -0.646 -0.036 0.1463
H 1.182 -0.707 -2.379 0.1489
H -0.482 -0.675 -1.796 0.1119
H -0.669 -4.049 -2.149 0.0871
H -1.567 -2.716 -1.354 0.0696
H -0.940 -2.514 -3.015 0.0998
H 1.442 -4.152 -2.220 0.0882
H 1.902 -2.656 -3.069 0.0943
H 2.546 -2.978 -1.430 0.0827
H -0.224 1.862 1.912 0.1346
H -2.290 3.247 2.045 0.1186
H -4.462 2.329 1.217 0.1152
H -4.550 0.014 0.276 0.1149
H -2.487 -1.370 0.150 0.1092
H 1.697 -2.768 0.699 0.1097
H 2.331 -1.689 1.976 0.1431
H 1.352 -4.416 2.342 0.1198
H 2.033 -3.302 3.542 0.1173
H -0.775 -4.049 3.277 0.1193
H -0.045 -2.931 4.443 0.1175
H -0.951 -1.143 3.354 0.1486
H -1.708 -2.243 2.194 0.1290
H -0.839 1.251 -1.604 0.1210
H -0.670 3.566 -2.343 0.1123
```

Summary:
- ΔE to the lowest compared entry with this formula, charge and spin: 0.1088 eV
- Kohn-Sham gap: 7.7 eV
- SMILES: COc1ccc([C@H](CN(C)C)C(c2ccccc2)=[N+]2CCCC2)cc1
- Net charge: +1
- HOMO level: -11.06 eV